[1]
Computed, not measured: C47H39AsF12IrN2O2Se as an isolated structure, with the ωB97M-V functional and the def2-TZVPD basis.

## Properties
HOMO-LUMO gap = 5.185 eV
net charge = -1
LUMO level = 1.5479 eV
E_HOMO = -0.134 Eh

Last column: Mulliken charge in e.
Geometry (Å):
Ir: -0.529 1.236 -0.776  3.29
Se: 2.366 -1.898 0.489  -0.16
As: -2.208 3.352 1.153  0.32
F: -4.189 0.962 1.607  -0.23
F: -5.802 0.377 0.304  -0.29
F: -4.827 2.264 0.016  -0.26
F: 1.985 0.728 -0.997  0.16
F: -4.869 1.088 -2.484  -0.28
F: 1.275 2.469 -4.728  -0.20
F: 2.857 2.126 -2.406  -0.34
F: 0.619 0.585 -5.525  -0.27
F: 2.691 0.883 -5.004  -0.28
F: -3.368 -0.415 -2.881  -0.13
F: -5.161 -0.946 -1.822  -0.29
F: 3.374 0.048 -2.519  -0.28
O: -2.599 1.359 -0.844  -1.03
O: 0.159 1.533 -2.700  -1.07
N: -0.951 -0.657 -1.405  0.59
N: -0.198 0.298 1.230  -0.67
C: -3.726 6.376 3.649  -0.67
C: 1.916 3.292 0.679  -0.54
C: -3.208 -2.870 1.413  0.70
C: -1.746 4.601 -2.883  -0.89
C: -4.599 0.979 0.329  -0.12
C: 2.957 -3.641 2.756  0.98
C: -3.535 5.219 2.901  -0.29
C: 1.606 3.010 3.052  -0.76
C: 5.181 -6.679 3.361  -1.45
C: 0.431 4.183 -1.944  -0.60
C: -1.568 3.904 -0.600  1.11
C: 0.538 3.422 0.512  1.51
C: 0.761 -0.828 -3.164  -1.05
C: -0.356 4.559 -3.009  -0.78
C: 2.364 0.871 -2.295  0.41
C: 1.238 -3.022 -4.125  0.33
C: 4.050 -4.220 0.667  0.63
C: -3.517 0.356 -0.628  2.38
C: 2.442 3.067 1.941  -0.84
C: 1.425 1.142 -4.616  0.38
C: -2.466 5.113 2.016  0.18
C: -0.276 -1.353 -2.389  1.29
C: 4.485 -5.533 2.668  0.78
C: 3.177 -3.379 1.388  0.07
C: -1.191 -2.510 0.150  -0.11
C: -3.712 -1.714 0.840  -0.96
C: 3.619 -4.704 3.366  -0.82
C: -1.588 6.186 1.883  -0.20
C: -0.653 -2.679 -2.680  -0.55
C: -4.235 0.020 -1.971  0.29
C: 1.094 0.654 -3.158  1.66
C: 4.683 -5.275 1.320  -1.04
C: -2.974 -0.941 -0.059  -0.73
C: -4.034 -3.662 2.393  -1.55
C: -1.911 -3.243 1.070  -1.57
C: 0.090 -3.496 -3.504  -1.26
C: 2.123 -3.904 -4.969  -1.68
C: 4.316 -3.981 -0.793  -1.47
C: -0.171 3.796 -0.740  -1.10
C: -1.719 -1.364 -0.464  -0.50
C: 2.051 -2.781 3.596  -1.44
C: -2.351 4.292 -1.680  -0.56
C: -1.774 7.340 2.628  -0.72
C: 1.511 -1.677 -3.977  -0.80
C: -2.840 7.435 3.516  -0.41
C: 0.229 3.112 2.891  -1.20
C: -0.309 3.298 1.628  0.43
H: 2.578 3.353 -0.176  0.52
H: 3.509 2.939 2.064  0.43
H: 2.352 -1.279 -4.529  0.58
H: -4.990 -3.954 1.953  0.36
H: 2.631 -2.011 4.115  0.27
H: 5.824 -6.320 4.169  0.31
H: 1.536 -3.382 4.351  0.41
H: 3.449 -4.885 4.426  0.35
H: -2.357 4.878 -3.734  0.40
H: 0.262 0.868 1.933  0.25
H: 4.928 -4.784 -1.213  0.36
H: -0.229 -4.520 -3.666  0.34
H: -3.427 4.337 -1.571  0.47
H: 0.110 4.807 -3.953  0.39
H: 0.404 -0.525 1.056  -0.48
H: -4.717 -1.422 1.108  0.62
H: -3.509 -4.565 2.703  0.39
H: -2.977 8.331 4.108  0.37
H: -4.215 4.380 3.002  0.39
H: 5.356 -5.912 0.752  0.20
H: 1.798 -4.944 -4.924  0.37
H: -0.182 -2.810 -0.111  0.89
H: 1.507 4.160 -2.051  0.53
H: 2.029 2.875 4.039  0.43
H: -1.089 -0.032 1.590  0.13
H: 4.832 -3.028 -0.934  0.31
H: -1.549 -3.072 -2.221  0.53
H: 2.103 -3.586 -6.015  0.36
H: -0.750 6.111 1.198  0.30
H: -1.085 8.170 2.522  0.39
H: -0.426 3.050 3.753  0.47
H: 3.379 -3.910 -1.349  0.19
H: 5.800 -7.242 2.660  0.33
H: -4.562 6.448 4.333  0.38
H: -1.459 -4.124 1.513  0.36
H: 4.456 -7.367 3.804  0.32
H: -4.247 -3.067 3.284  0.31
H: 3.159 -3.852 -4.631  0.34
H: 1.315 -2.277 2.973  0.04

***

[2]
Computed, not measured: C9H8Br2O2S as an isolated structure, with the ωB97M-V functional and the def2-TZVPD basis.

## Properties
HOMO-LUMO gap (spin up / spin down) = 8.717 / 8.717 eV
net charge = 0
LUMO level (spin up / spin down) = -0.3781 / -0.3776 eV
E_HOMO (spin up / spin down) = -0.334 / -0.334 Eh

Last column: Mulliken charge in e.
Geometry (Å):
Br: -2.556 -0.639 -0.986  -0.07
Br: 1.149 4.869 -1.449  -0.20
S: -0.715 -0.150 1.912  1.11
O: -1.899 0.113 2.690  -0.64
O: 0.422 -0.820 2.555  -0.60
C: -0.889 -1.165 -0.251  0.31
C: 0.487 3.498 -0.270  0.23
C: -0.268 1.353 1.154  0.47
C: 0.096 3.695 1.036  -0.41
C: 0.245 1.104 -0.127  0.45
C: -0.391 2.566 1.768  -0.69
C: 0.228 -0.262 -0.758  -1.22
C: 0.553 2.213 -0.886  -0.64
C: -0.837 -2.608 -0.079  -1.14
H: -0.793 -2.829 1.051  0.25
H: 0.020 -3.065 -0.549  0.34
H: 0.152 4.732 1.265  0.40
H: 0.198 -0.235 -1.813  0.50
H: -0.730 2.723 2.762  0.49
H: -1.575 -3.231 -0.541  0.42
H: 1.226 -0.600 -0.462  0.37
H: 0.914 2.266 -1.988  0.29

***

[3]
Computed, not measured: one molecule with the formula C5H8O, with the ωB97M-V functional and the def2-TZVPD basis.

## Properties
SMILES string = C=C/C=C(/C)O
HOMO-LUMO gap = 8.826 eV
net charge = 0
LUMO level = 0.8789 eV
E_HOMO = -0.292 Eh

Last column: Mulliken charge in e.
Geometry (Å):
O: -0.777 1.338 -0.713  -0.50
C: 1.539 -0.288 2.250  -0.87
C: -0.964 -0.682 -2.045  -1.14
C: -0.401 0.040 -0.860  0.73
C: 0.504 0.079 1.443  -0.22
C: 0.233 -0.590 0.187  -0.39
H: -1.712 -1.423 -1.796  0.27
H: 1.558 0.102 3.256  0.29
H: -0.321 0.595 1.934  0.34
H: 0.924 -1.365 -0.147  0.26
H: 2.353 -0.714 1.670  0.25
H: -0.133 -1.138 -2.583  0.30
H: -0.271 1.647 0.048  0.34
H: -1.462 0.077 -2.656  0.35

***

[4]
Computed, not measured: C26H29AsF10N4S2Sc as an isolated structure, with the ωB97M-V functional and the def2-TZVPD basis.

## Properties
expectation value of S² = 0.7657
HOMO-LUMO gap (spin up / spin down) = 8.066 / 5.931 eV
net charge = 0
spin multiplicity = 2
LUMO level (spin up / spin down) = 0.1729 / -2.0314 eV
E_HOMO (spin up / spin down) = -0.290 / -0.293 Eh

Last column: Mulliken charge in e.
Geometry (Å):
As: -2.530 -2.684 0.457  2.13
Sc: -0.138 0.291 0.248  -0.36
S: 1.046 0.343 2.397  -0.73
S: -1.323 -0.155 -2.080  -0.39
F: -3.332 -1.342 -0.274  -0.42
F: -1.030 -1.542 0.623  -0.28
F: -3.878 -3.711 0.294  -0.47
F: -2.098 0.643 1.656  -0.03
F: -2.994 -2.115 2.002  -0.47
F: -1.869 -3.109 -1.081  -0.44
F: -6.109 2.900 -1.182  -0.33
F: -3.617 3.042 -2.104  -0.32
F: -1.546 -3.900 1.177  -0.43
F: -4.659 0.488 2.582  -0.30
N: 1.990 -2.295 1.121  1.44
N: 0.988 2.643 0.243  0.95
N: -1.432 1.873 -0.556  1.90
N: 1.561 -0.549 -1.194  2.45
C: -5.444 1.696 0.720  -0.58
C: 0.558 3.178 -1.062  -0.85
C: 3.386 -2.623 1.368  -1.31
C: 2.907 -0.174 -0.675  -1.81
C: 1.518 -2.054 -1.359  -1.39
C: 1.206 -2.439 2.314  -1.07
C: 1.438 -2.916 -0.074  -0.78
C: -0.951 3.059 -1.249  -1.46
C: 1.006 1.137 -5.077  -0.78
C: 2.425 2.924 0.404  -1.49
C: 1.384 0.013 -2.542  -0.60
C: 0.926 -3.702 2.822  -0.40
C: -0.035 -1.474 4.139  -0.57
C: -0.311 -2.740 4.627  -0.63
C: 0.171 -3.860 3.970  -0.91
C: -3.125 1.218 0.970  -0.22
C: -3.834 2.430 -0.929  0.55
C: -0.081 0.850 -4.274  -0.57
C: 0.299 3.347 1.344  -1.22
C: 0.086 0.273 -3.009  0.69
C: -2.771 1.867 -0.214  -0.12
C: -5.130 2.343 -0.458  0.22
C: 0.727 -1.306 2.983  1.11
C: 2.467 0.275 -3.372  -0.22
C: -4.412 1.122 1.437  -0.08
C: 2.284 0.836 -4.628  -0.94
H: 2.406 -2.317 -1.942  0.57
H: -0.423 -0.597 4.640  0.45
H: -1.448 3.938 -0.825  0.67
H: -0.054 -4.852 4.339  0.38
H: 3.473 0.051 -3.051  0.43
H: 3.144 1.036 -5.253  0.42
H: 0.402 4.432 1.223  0.43
H: -6.466 1.629 1.063  0.52
H: -0.917 -2.850 5.517  0.38
H: 2.837 2.303 1.197  0.25
H: 1.084 2.609 -1.832  0.11
H: -1.178 3.044 -2.318  0.42
H: 2.912 -0.266 0.404  0.11
H: 0.642 -2.287 -1.966  0.63
H: -1.090 1.054 -4.611  0.53
H: 3.519 -3.655 1.719  0.36
H: 0.745 3.048 2.290  0.52
H: 0.857 1.583 -6.051  0.41
H: 3.970 -2.504 0.454  0.41
H: -0.757 3.088 1.373  0.10
H: 3.676 -0.823 -1.100  0.50
H: 1.289 -4.572 2.286  0.41
H: 3.127 0.847 -0.956  0.34
H: 0.856 4.230 -1.164  0.50
H: 2.581 3.980 0.654  0.43
H: 2.950 2.734 -0.530  0.49
H: 1.943 -3.864 -0.308  0.50
H: 3.793 -1.952 2.126  0.27
H: 0.403 -3.168 0.117  -0.04

***

[5]
Computed, not measured: one molecule with the formula C5H4S, with the ωB97M-V functional and the def2-TZVPD basis.

## Properties
HOMO-LUMO gap (spin up / spin down) = 6.804 / 6.802 eV
net charge = 0
LUMO level (spin up / spin down) = -1.8082 / -1.8095 eV
E_HOMO (spin up / spin down) = -0.317 / -0.316 Eh

Last column: Mulliken charge in e.
Geometry (Å):
S: -2.482 0.221 0.123  -0.22
C: -0.007 1.548 -0.436  -0.53
C: -1.437 -1.060 -0.102  -0.33
C: 0.339 0.270 -0.442  0.65
C: 1.279 1.210 0.242  -0.47
C: -0.052 -1.006 -0.206  -0.50
H: 1.467 0.839 1.176  0.33
H: 0.622 -1.768 -0.184  0.47
H: -1.837 -1.988 0.123  0.37
H: 2.109 1.734 -0.294  0.22

***

[6]
Computed, not measured: one molecule with the formula C5H8N2O3, with the ωB97M-V functional and the def2-TZVPD basis.

## Properties
SMILES string = C=[N+]([O-])[C@H](C)[C@@H](O)C#[N+][O-]
HOMO-LUMO gap = 9.288 eV
net charge = 0
LUMO level = 0.3773 eV
E_HOMO = -0.327 Eh

Last column: Mulliken charge in e.
Geometry (Å):
O: 4.337 -1.427 -0.024  -0.71
O: 0.951 -0.507 2.063  -0.60
O: 1.753 2.158 0.784  -0.58
N: -0.126 -0.202 1.380  0.50
N: 3.474 -0.615 0.029  0.61
C: 2.534 0.012 0.257  -0.07
C: -1.295 -0.408 1.754  -0.42
C: 0.137 0.392 -0.055  -0.11
C: 0.181 -0.636 -1.168  -1.07
C: 1.516 1.020 -0.048  -0.19
H: -1.502 -0.775 2.719  0.35
H: 1.147 -1.221 -0.897  0.32
H: 0.440 -0.213 -2.227  0.31
H: 1.616 1.884 1.705  0.41
H: -0.762 -1.223 -1.400  0.31
H: -2.076 0.083 1.124  0.23
H: -0.661 1.159 -0.270  0.35
H: 1.636 1.304 -1.104  0.36

***

In order of appearance, electronic energy = -8014.43817; -6044.35826; -270.48743; -6018.92174; -590.87211; -530.33495 hartree.
In order of appearance, ΔE to the lowest compared entry with this formula, charge and spin = 408.8; 31.3; 185.0; 62.1; 470.9; 636.3 kJ/mol.